(1)
180
Properties=species:S:1:pos:R:3 method="wB97M-V/def2-TZVPD" total_energy_ev=-134251.449 homo_energy_ev=-6.68 molar_mass_da=1055.0 gap_ev=7.2572 e_above_lowest_ev=0.000
Cu 0.361 0.014 -0.587
C 0.807 3.092 -3.240
C 0.157 3.083 -1.849
C -1.332 2.834 -1.933
O 0.826 2.342 -0.892
H 0.146 3.503 -4.003
H 1.052 2.133 -3.696
H 1.684 3.739 -3.227
H 0.309 4.099 -1.483
H -1.845 3.736 -2.267
H -1.733 2.610 -0.944
H -1.576 2.000 -2.591
C 6.552 6.281 0.363
O 5.196 6.021 0.111
C 4.501 5.382 1.154
C 3.217 4.716 0.639
N 3.506 3.435 0.097
C 4.462 3.519 -1.050
C 4.370 2.172 -1.827
O 5.140 2.241 -2.993
C 4.555 2.829 -4.127
H 6.999 6.786 -0.494
H 7.056 5.325 0.505
H 6.785 6.825 1.277
H 4.351 6.029 2.018
H 5.064 4.589 1.647
H 2.686 5.211 -0.174
H 2.585 4.719 1.526
H 2.643 2.974 -0.153
H 5.507 3.689 -0.793
H 4.287 4.344 -1.740
H 3.313 2.074 -2.075
H 4.633 1.280 -1.259
H 4.282 3.873 -3.977
H 3.619 2.353 -4.422
H 5.342 2.718 -4.873
C 4.703 1.148 4.869
O 3.364 1.613 4.885
C 3.016 2.464 3.808
C 1.558 2.976 3.931
N 1.298 3.740 5.212
C 2.066 4.992 5.277
C 2.684 5.115 6.749
O 3.784 4.147 6.933
C 4.280 4.094 8.265
H 4.968 0.648 3.938
H 4.752 0.397 5.657
H 5.413 1.972 4.947
H 3.079 1.910 2.872
H 3.798 3.223 3.791
H 0.851 2.163 3.766
H 1.349 3.647 3.098
H 1.753 3.213 5.944
H 1.436 5.841 5.010
H 2.902 4.968 4.578
H 1.893 4.976 7.487
H 3.009 6.141 6.918
H 5.070 3.343 8.297
H 3.496 3.768 8.948
H 4.680 5.064 8.559
C -1.914 1.309 1.539
O -1.466 0.080 0.979
C -2.396 -0.981 0.748
C -1.721 -2.117 0.067
N -1.255 -1.769 -1.273
C -0.577 -2.921 -1.814
C -1.625 -3.894 -2.444
O -2.370 -4.685 -1.503
C -3.516 -5.237 -1.900
H -2.160 1.161 2.590
H -2.584 1.893 0.908
H -0.980 1.871 1.517
H -3.243 -0.620 0.165
H -2.679 -1.285 1.756
H -2.484 -2.894 0.033
H -0.928 -2.536 0.687
H -2.075 -1.485 -1.789
H -0.014 -3.519 -1.097
H 0.221 -2.620 -2.493
H -1.028 -4.549 -3.080
H -2.288 -3.316 -3.088
H -3.728 -5.885 -1.049
H -3.301 -5.891 -2.745
H -4.181 -4.386 -2.039
C 2.068 -5.195 0.972
O 0.690 -4.804 1.071
C 0.007 -5.935 1.572
C -1.430 -5.567 1.967
N -1.504 -4.907 3.310
C -2.784 -4.338 3.637
C -2.694 -3.647 5.016
O -1.612 -2.723 5.116
C -1.542 -1.609 4.232
H 2.268 -6.150 0.486
H 2.504 -5.403 1.950
H 2.668 -4.383 0.563
H 0.492 -6.371 2.445
H 0.026 -6.705 0.801
H -2.039 -6.470 2.011
H -1.911 -5.021 1.155
H -0.803 -4.181 3.293
H -3.496 -5.158 3.544
H -3.055 -3.596 2.887
H -2.668 -4.300 5.888
H -3.658 -3.147 5.109
H -2.493 -1.082 4.160
H -1.312 -2.080 3.276
H -0.750 -0.934 4.556
C -4.889 4.019 -7.983
O -4.121 3.307 -7.028
C -3.032 2.490 -7.522
C -2.348 1.645 -6.405
N -1.232 0.889 -6.933
C -0.711 -0.067 -5.946
C 0.385 -0.968 -6.602
O 0.789 -1.944 -5.693
C 1.848 -2.796 -6.085
H -5.417 4.854 -7.522
H -5.602 3.374 -8.497
H -4.271 4.499 -8.741
H -2.346 3.160 -8.039
H -3.521 1.863 -8.268
H -3.047 0.995 -5.879
H -1.856 2.235 -5.631
H -0.525 1.525 -7.272
H -1.476 -0.772 -5.622
H -0.447 0.347 -4.973
H 1.264 -0.366 -6.831
H -0.056 -1.370 -7.514
H 1.919 -3.535 -5.287
H 2.758 -2.225 -6.269
H 1.511 -3.307 -6.988
C -5.415 -0.865 3.047
O -5.173 -2.119 2.432
C -6.361 -2.724 2.065
C -6.752 -2.252 0.645
N -5.905 -2.835 -0.374
C -6.087 -2.310 -1.695
C -5.492 -0.921 -1.961
O -4.065 -1.021 -2.224
C -3.578 0.220 -2.856
H -5.998 -0.210 2.400
H -4.476 -0.342 3.229
H -5.957 -0.906 3.992
H -7.131 -2.537 2.814
H -6.264 -3.810 2.066
H -6.608 -1.172 0.624
H -7.759 -2.519 0.325
H -4.962 -2.683 -0.047
H -7.134 -2.149 -1.950
H -5.695 -3.023 -2.421
H -5.636 -0.215 -1.143
H -5.993 -0.482 -2.824
H -4.158 0.510 -3.732
H -2.530 0.099 -3.130
H -3.604 1.020 -2.117
C 2.242 -0.917 -3.190
O 2.186 -0.739 -1.809
C 3.083 -1.517 -1.101
C 2.988 -1.008 0.369
N 1.661 -1.335 0.957
C 1.556 -0.731 2.344
C 2.095 -1.722 3.423
O 1.205 -2.826 3.699
C 1.604 -3.640 4.768
H 3.093 -0.433 -3.669
H 1.383 -0.521 -3.731
H 2.303 -1.967 -3.475
H 4.104 -1.467 -1.481
H 2.834 -2.577 -1.142
H 3.372 0.011 0.430
H 3.680 -1.623 0.943
H 1.554 -2.310 1.198
H 0.486 -0.617 2.516
H 2.047 0.242 2.343
H 2.291 -1.204 4.361
H 3.017 -2.214 3.113
H 1.854 -3.101 5.682
H 2.389 -4.366 4.557
H 0.740 -4.172 5.165



(2)
21
Properties=species:S:1:pos:R:3 method="wB97M-V/def2-TZVPD" total_energy_ev=-83041.029 multiplicity=3 s_squared=2.018 homo_energy_ev="-5.70 / -10.06" molar_mass_da=220.1 gap_ev="6.5282 / 7.8558" e_above_lowest_ev=1.077
C -0.487 -1.193 -1.759
C -1.398 -1.773 1.150
C -0.800 -2.112 -1.053
C -1.173 -2.673 0.159
C -0.211 -0.009 0.496
C -0.868 1.898 -1.016
C 2.218 -0.104 0.295
N -1.303 -0.435 0.932
O 0.003 1.191 -0.081
O 1.028 -0.650 0.843
Br -4.163 0.577 0.198
H -0.320 -0.729 -2.703
H -2.047 -2.025 1.943
H -1.330 -3.800 0.218
H -2.891 0.153 0.841
H -0.781 2.975 -0.732
H -1.925 1.644 -0.863
H -0.632 1.546 -1.955
H 2.353 -0.745 -0.571
H 3.099 -0.400 0.931
H 2.191 0.975 0.268



(3)
13
Properties=species:S:1:pos:R:3 method="wB97M-V/def2-TZVPD" total_energy_ev=-14534.962 multiplicity=2 s_squared=0.753 homo_energy_ev="-13.47 / -13.47" molar_mass_da=79.2 gap_ev="9.3242 / 3.8027" total_charge=+1 e_above_lowest_ev=2.009
S 2.977 -0.967 -0.781
H 3.017 -2.047 0.028
C -0.640 0.916 -0.933
N -0.279 -0.191 -0.017
C -0.948 0.020 1.273
H -1.337 0.589 -1.707
H 0.202 1.125 -1.616
H -0.733 1.827 -0.355
H -0.590 -1.072 -0.408
H 1.704 -0.597 -0.315
H -1.979 0.357 1.178
H -0.886 -0.857 1.908
H -0.510 0.899 1.746



(4)
10
Properties=species:S:1:pos:R:3 method="wB97M-V/def2-TZVPD" total_energy_ev=-19224.591 multiplicity=3 s_squared=2.007 homo_energy_ev="-6.85 / -11.24" molar_mass_da=109.1 gap_ev="7.3735 / 9.9683" e_above_lowest_ev=0.000
C 0.754 -1.381 -0.898
C -0.240 0.541 0.168
N -0.146 -0.801 -0.400
O 3.346 1.303 -0.553
F 3.116 -0.268 1.349
S 3.538 -0.072 -0.247
H 1.066 -2.440 -1.165
H -0.413 0.487 1.425
H 0.736 1.104 0.097
H -1.160 1.066 -0.238